(1)
# C48H121BHgN11O19

A structure of composition C48H121BHgN11O19 in a non-equilibrium geometry (wB97M-V/def2-TZVPD, the Open Molecules 2025 dataset).

Geometry (Å):
Hg1 -3.19 -16.32 -14.77
O1 0.84 -15.34 -11.81
C1 1.04 -16.33 -12.52
O2 2.08 -17.11 -12.63
B1 1.75 -18.37 -13.39
O3 0.45 -18.04 -14.00
C2 -0.04 -16.97 -13.42
O4 -1.16 -16.55 -13.70
O5 1.66 -19.57 -12.52
C3 2.27 -20.60 -13.03
O6 2.18 -21.81 -12.73
C4 3.08 -20.08 -14.21
O7 2.76 -18.75 -14.37
O8 3.86 -20.80 -14.86
C5 0.68 -12.10 -10.63
C6 -0.38 -11.08 -10.78
C7 -0.47 -10.52 -12.18
O9 0.65 -9.60 -12.40
C8 0.61 -9.05 -13.71
N1 -1.67 -11.63 -10.35
H1 0.70 -12.61 -9.66
H2 1.67 -11.65 -10.59
H3 0.70 -12.82 -11.45
H4 -0.24 -10.23 -10.11
H5 -1.39 -9.94 -12.25
H6 -0.33 -11.30 -12.92
H7 1.07 -8.09 -13.94
H8 -0.41 -8.78 -13.98
H9 1.01 -9.78 -14.41
H10 -1.61 -11.97 -9.40
H11 -2.38 -10.91 -10.34
C9 -1.47 -19.35 -17.68
C10 -2.26 -18.54 -16.63
C11 -2.60 -19.33 -15.35
O10 -3.27 -18.50 -14.41
C12 -3.85 -19.18 -13.31
N2 -1.59 -17.33 -16.28
H12 -2.01 -20.14 -18.18
H13 -0.52 -19.67 -17.26
H14 -1.16 -18.66 -18.46
H15 -3.25 -18.33 -17.03
H16 -1.65 -19.68 -14.94
H17 -3.24 -20.13 -15.72
H18 -4.23 -18.45 -12.59
H19 -3.18 -19.83 -12.75
H20 -4.75 -19.71 -13.63
H21 -1.21 -16.91 -17.12
H22 -0.75 -17.77 -15.94
C13 2.18 -23.50 -15.71
C14 0.69 -23.57 -15.76
C15 0.03 -22.26 -15.46
O11 -1.35 -22.25 -15.64
C16 -2.10 -22.90 -14.66
N3 0.22 -24.07 -17.01
H23 2.56 -23.39 -14.70
H24 2.56 -22.71 -16.37
H25 2.67 -24.43 -16.01
H26 0.24 -24.13 -14.94
H27 0.46 -21.61 -16.22
H28 0.27 -21.95 -14.45
H29 -2.22 -22.34 -13.74
H30 -1.65 -23.88 -14.51
H31 -3.10 -23.01 -15.09
H32 -0.67 -23.62 -17.19
H33 0.81 -23.74 -17.75
C17 2.85 -16.46 -18.96
C18 1.92 -16.58 -17.74
C19 2.30 -15.72 -16.48
O12 1.92 -14.37 -16.60
C20 2.47 -13.60 -15.56
N4 0.58 -16.36 -18.17
H34 2.96 -15.40 -19.17
H35 2.40 -16.95 -19.82
H36 3.81 -16.90 -18.72
H37 2.03 -17.63 -17.46
H38 3.39 -15.79 -16.42
H39 1.82 -16.13 -15.59
H40 2.26 -13.84 -14.52
H41 2.12 -12.58 -15.72
H42 3.56 -13.61 -15.66
H43 0.55 -16.58 -19.16
H44 0.44 -15.36 -18.24
C21 5.27 -19.17 -17.09
C22 6.18 -17.88 -17.13
C23 6.20 -17.12 -15.77
O13 6.98 -15.90 -15.81
C24 6.65 -15.02 -14.76
N5 7.49 -18.44 -17.47
H45 5.69 -19.87 -16.38
H46 5.31 -19.68 -18.05
H47 4.25 -18.89 -16.83
H48 5.88 -17.25 -17.96
H49 6.69 -17.71 -15.00
H50 5.19 -16.98 -15.37
H51 7.41 -14.26 -14.60
H52 6.55 -15.50 -13.79
H53 5.79 -14.38 -14.95
H54 7.48 -18.65 -18.45
H55 8.13 -17.66 -17.49
C25 -2.33 -17.10 -10.16
C26 -2.55 -15.56 -9.97
C27 -1.93 -15.08 -8.65
O14 -2.06 -13.71 -8.43
C28 -3.41 -13.21 -8.43
N6 -1.92 -14.88 -11.10
H56 -2.69 -17.40 -11.14
H57 -2.77 -17.69 -9.35
H58 -1.29 -17.42 -10.06
H59 -3.62 -15.40 -9.99
H60 -0.89 -15.43 -8.68
H61 -2.33 -15.63 -7.80
H62 -4.11 -13.74 -7.79
H63 -3.86 -13.16 -9.43
H64 -3.43 -12.20 -8.03
H65 -1.04 -15.35 -11.26
H66 -1.66 -13.92 -10.90
C29 -0.49 -24.04 -11.01
C30 -1.21 -22.95 -10.25
C31 -0.99 -21.54 -10.92
O15 -1.55 -20.44 -10.21
C32 -0.84 -20.19 -8.96
N7 -2.62 -23.31 -10.19
H67 -0.90 -24.15 -12.02
H68 -0.47 -25.01 -10.52
H69 0.53 -23.67 -11.15
H70 -0.63 -22.98 -9.33
H71 -1.52 -21.54 -11.86
H72 0.07 -21.38 -11.12
H73 -0.90 -21.10 -8.38
H74 -1.29 -19.34 -8.45
H75 0.24 -20.07 -9.13
H76 -2.64 -24.31 -10.27
H77 -2.93 -23.15 -9.24
C33 6.30 -20.75 -12.58
C34 6.67 -22.19 -12.77
C35 6.74 -22.94 -11.36
O16 7.75 -22.27 -10.64
C36 8.05 -22.84 -9.40
N8 5.71 -22.83 -13.67
H78 5.35 -20.65 -12.05
H79 6.08 -20.19 -13.49
H80 7.10 -20.21 -12.08
H81 7.67 -22.36 -13.15
H82 7.04 -23.96 -11.60
H83 5.83 -22.97 -10.76
H84 8.87 -22.28 -8.95
H85 8.38 -23.88 -9.45
H86 7.28 -22.71 -8.64
H87 5.62 -22.40 -14.57
H88 4.75 -22.81 -13.34
C37 -4.94 -12.68 -12.68
C38 -4.25 -13.64 -13.66
C39 -2.90 -13.13 -14.18
O17 -2.38 -14.13 -15.04
C40 -1.00 -13.88 -15.40
N9 -4.07 -14.92 -13.01
H89 -5.75 -13.16 -12.13
H90 -5.36 -11.84 -13.23
H91 -4.21 -12.44 -11.91
H92 -4.98 -13.76 -14.46
H93 -2.22 -12.93 -13.36
H94 -2.97 -12.18 -14.70
H95 -0.35 -14.04 -14.53
H96 -0.90 -12.91 -15.88
H97 -0.59 -14.56 -16.15
H98 -4.90 -15.03 -12.45
H99 -3.34 -14.75 -12.33
C41 1.64 -26.93 -12.63
C42 2.93 -26.26 -13.15
C43 3.42 -25.13 -12.13
O18 3.60 -25.66 -10.82
C44 3.16 -24.82 -9.75
N10 3.98 -27.31 -13.26
H100 1.00 -26.16 -12.21
H101 1.82 -27.64 -11.83
H102 1.01 -27.35 -13.41
H103 2.92 -25.95 -14.20
H104 2.75 -24.27 -12.12
H105 4.35 -24.65 -12.42
H106 3.57 -25.31 -8.86
H107 2.08 -24.79 -9.62
H108 3.52 -23.79 -9.80
H109 4.77 -26.96 -13.79
H110 4.47 -27.45 -12.39
C45 5.26 -13.18 -10.55
C46 4.95 -13.65 -12.00
C47 4.54 -15.14 -12.02
O19 5.48 -16.05 -11.44
C48 5.12 -17.41 -11.66
N11 3.93 -12.87 -12.65
H111 5.61 -12.15 -10.53
H112 6.02 -13.84 -10.15
H113 4.37 -13.35 -9.94
H114 5.85 -13.56 -12.60
H115 4.21 -15.33 -13.05
H116 3.59 -15.12 -11.50
H117 4.18 -17.68 -11.17
H118 5.96 -17.97 -11.25
H119 4.99 -17.72 -12.70
H120 3.39 -12.44 -11.91
H121 4.40 -12.09 -13.07

Calculated values
Spin multiplicity: 2
DFT total energy, eV: -111879.3625
Strongest force on any atom, eV/A: 4.49
Orbital gap (spin up / spin down), eV: 5.29 / 8.31

Here are the Löwdin charges for atoms 1 to 4, given in e: 1.0422 0.0994 -0.3374 0.2111


(2)
# C48H124N8O16

A cluster of 10 separate species, C48H124N8O16 in total in a non-equilibrium geometry (wB97M-V/def2-TZVPD, the Open Molecules 2025 dataset).

Geometry (Å):
C1 0.15 2.82 -0.64
C2 -0.31 1.40 -0.94
C3 -0.41 0.56 0.34
O1 0.88 0.34 0.92
C4 0.83 -0.70 1.84
N1 -1.64 1.40 -1.54
H1 -0.65 3.36 -0.14
H2 0.47 3.43 -1.54
H3 1.01 2.82 0.08
H4 0.38 0.87 -1.64
H5 -0.91 -0.36 0.06
H6 -1.07 1.09 1.05
H7 0.43 -1.58 1.26
H8 0.17 -0.60 2.71
H9 1.87 -0.90 2.15
H10 -2.06 0.45 -1.54
H11 -2.29 1.92 -0.95
C5 -5.69 -2.68 -0.41
C6 -4.72 -1.64 0.13
C7 -3.80 -2.17 1.30
O2 -4.58 -2.62 2.38
C8 -5.18 -1.63 3.09
N2 -3.96 -0.96 -0.94
H12 -5.18 -3.52 -0.98
H13 -6.39 -2.20 -1.13
H14 -6.31 -3.10 0.36
H15 -5.34 -0.86 0.58
H16 -3.11 -1.36 1.62
H17 -3.17 -3.02 0.91
H18 -5.54 -1.97 4.10
H19 -6.10 -1.24 2.58
H20 -4.46 -0.86 3.31
H21 -4.76 -0.52 -1.51
H22 -3.51 -1.58 -1.55
C9 -0.02 -3.26 5.18
C10 0.55 -1.89 5.16
O3 -0.47 -0.89 5.19
H23 -0.65 -3.35 6.07
H24 0.78 -3.97 5.04
H25 -0.66 -3.28 4.28
H26 1.19 -1.69 4.33
H27 1.07 -1.88 6.13
H28 -0.07 -0.06 5.41
C11 4.02 0.54 -0.16
C12 3.03 0.79 -1.30
O4 3.23 -0.08 -2.39
H29 5.07 0.75 -0.37
H30 4.00 -0.56 -0.02
H31 3.66 1.17 0.66
H32 2.96 1.83 -1.60
H33 2.07 0.68 -0.88
H34 3.93 0.28 -2.95
C13 2.94 5.18 -0.37
O5 2.62 4.83 -1.69
C14 3.37 5.49 -2.64
C15 3.00 4.88 -4.01
N3 3.54 3.51 -4.12
C16 3.55 3.00 -5.42
C17 3.69 1.48 -5.37
O6 4.66 1.03 -4.37
C18 5.97 1.32 -4.76
H35 3.10 6.34 -0.27
H36 3.85 4.68 -0.08
H37 2.21 4.75 0.32
H38 4.49 5.37 -2.37
H39 3.26 6.58 -2.58
H40 3.59 5.45 -4.77
H41 1.90 4.97 -4.32
H42 2.88 2.89 -3.62
H43 4.38 3.44 -6.00
H44 2.66 3.17 -6.00
H45 4.00 0.99 -6.32
H46 2.73 1.08 -5.01
H47 6.15 1.01 -5.81
H48 6.67 0.74 -4.25
H49 6.26 2.32 -4.70
C19 -0.42 4.84 2.65
O7 0.65 4.02 3.05
C20 0.33 2.66 3.38
C21 1.58 2.12 4.04
N4 1.93 2.90 5.26
C22 3.26 2.56 5.68
C23 3.41 1.22 6.43
O8 3.10 1.41 7.76
C24 3.63 0.33 8.49
H50 -0.82 4.61 1.69
H51 -0.03 5.80 2.69
H52 -1.24 4.75 3.38
H53 0.12 2.14 2.41
H54 -0.56 2.64 3.96
H55 2.33 2.19 3.23
H56 1.28 1.09 4.43
H57 1.90 3.87 5.05
H58 3.57 3.26 6.42
H59 4.01 2.49 4.88
H60 4.43 0.87 6.42
H61 2.90 0.42 5.88
H62 4.75 0.31 8.37
H63 3.15 -0.63 8.26
H64 3.46 0.50 9.60
C25 -0.28 -4.12 8.91
O9 0.81 -3.30 9.06
C26 1.94 -4.13 9.41
C27 3.13 -3.34 8.89
N5 3.29 -3.26 7.44
C28 4.60 -3.01 7.05
C29 4.72 -3.01 5.53
O10 4.18 -1.86 4.96
C30 4.55 -1.59 3.66
H65 -0.33 -4.72 9.76
H66 -0.12 -4.80 8.08
H67 -1.14 -3.48 8.71
H68 1.87 -5.11 8.97
H69 1.90 -4.30 10.55
H70 4.00 -3.86 9.26
H71 3.29 -2.40 9.42
H72 2.65 -2.59 7.06
H73 5.25 -3.81 7.45
H74 5.03 -2.12 7.51
H75 4.29 -3.94 5.23
H76 5.82 -2.95 5.30
H77 4.24 -2.37 2.93
H78 5.60 -1.45 3.52
H79 3.91 -0.76 3.36
C31 -5.97 1.99 -2.24
O11 -5.66 0.92 -3.06
C32 -5.12 1.36 -4.34
C33 -4.55 0.16 -5.12
N6 -5.46 -0.81 -5.66
C34 -4.74 -1.92 -6.23
C35 -5.69 -3.06 -6.50
O12 -6.28 -3.46 -5.24
C36 -6.93 -4.70 -5.42
H80 -6.60 2.71 -2.77
H81 -5.08 2.51 -1.90
H82 -6.55 1.67 -1.38
H83 -4.35 2.10 -4.27
H84 -5.94 1.75 -4.96
H85 -3.83 -0.38 -4.51
H86 -3.93 0.63 -5.90
H87 -6.17 -1.08 -4.99
H88 -3.88 -2.15 -5.58
H89 -4.25 -1.60 -7.19
H90 -5.16 -3.96 -6.81
H91 -6.45 -2.68 -7.26
H92 -7.74 -4.67 -6.21
H93 -7.51 -4.91 -4.48
H94 -6.29 -5.59 -5.59
C37 -0.06 -0.65 -6.78
O13 0.33 0.42 -5.90
C38 -0.72 1.37 -5.57
C39 -0.25 2.59 -4.72
N7 -1.35 3.11 -3.95
C40 -1.38 4.52 -3.61
C41 -2.72 4.81 -3.02
O14 -2.66 4.31 -1.66
C42 -3.69 4.88 -0.82
H95 0.58 -1.54 -6.62
H96 0.01 -0.35 -7.83
H97 -1.15 -0.77 -6.60
H98 -1.49 0.78 -5.08
H99 -1.26 1.76 -6.44
H100 0.21 3.39 -5.34
H101 0.56 2.15 -4.11
H102 -1.55 2.49 -3.17
H103 -1.23 5.09 -4.56
H104 -0.64 4.95 -2.93
H105 -3.53 4.26 -3.52
H106 -2.89 5.85 -3.13
H107 -3.77 4.30 0.11
H108 -4.64 4.83 -1.33
H109 -3.44 5.88 -0.49
C43 3.13 -5.14 0.09
O15 2.14 -4.49 -0.61
C44 2.23 -3.06 -0.66
C45 1.01 -2.45 -1.38
N8 1.11 -2.46 -2.85
C46 -0.02 -1.69 -3.36
C47 -1.17 -2.58 -3.58
O16 -2.00 -2.81 -2.46
C48 -2.76 -4.02 -2.51
H110 4.10 -5.35 -0.45
H111 2.79 -6.12 0.41
H112 3.48 -4.59 0.96
H113 3.18 -2.73 -1.07
H114 2.16 -2.60 0.33
H115 0.84 -1.48 -1.04
H116 0.15 -3.11 -1.11
H117 1.91 -1.84 -3.06
H118 0.24 -1.31 -4.31
H119 -0.30 -0.82 -2.75
H120 -0.78 -3.48 -3.94
H121 -1.77 -2.20 -4.42
H122 -3.18 -4.25 -3.52
H123 -3.58 -3.92 -1.84
H124 -2.21 -4.89 -2.19

Calculated values
Spin multiplicity: 1
DFT total energy, eV: -96455.2819
Strongest force on any atom, eV/A: 3.39
Orbital gap, eV: 8.94
SMILES: COC[C@H](C)N.COC[C@H](C)N.COCCNCCOC.COCCNCCOC.COCCNCCOC.COCCNCCOC.COCCNCCOC.COCCNCCOC.CCO.CCO
Energy relative to the best compared isomer or geometry (same formula, charge and spin), eV: 0.444

Here are the Löwdin charges for atoms 1 to 4, given in e: -0.0374 -0.4167 -0.1990 -0.2164


Number 1: M 1367.96 g mol⁻¹. Number 2: M 1069.56 g mol⁻¹.